9 unconnected molecules or ions with the total composition C40H53BrN8O2S, computed with the ωB97M-V functional and the def2-TZVPD basis.

Calculated values
Kohn-Sham gap = 8.1477 eV
electronic energy = -5116.67175 a.u.
E_LUMO = 0.0 eV
total charge = 0
relative energy (zero: lowest compared OMol25 entry of this formula, charge and spin) = 0.0 kcal per mole
SMILES = C[C@]1(S)C[C@@H](CCCBr)OC1=O.c1cc[nH]c1.c1cc[nH]c1.c1cc[nH]c1.c1cc[nH]c1.c1cc[nH]c1.c1cc[nH]c1.c1cc[nH]c1.c1cc[nH]c1

Element x y z (Å)
C1 4.162495 -4.605008 -0.578041
C2 4.220188 -3.256463 -1.316227
S1 5.830716 -2.445763 -1.129942
C3 3.034096 -2.353023 -0.952709
C4 1.891972 -3.079421 -1.651230
C5 0.685194 -2.221376 -1.956969
C6 -0.308099 -2.822801 -2.959362
C7 -0.750822 -4.255680 -2.672821
Br1 -2.355843 -4.270599 -1.569456
O1 2.505336 -3.536365 -2.887685
C8 3.863896 -3.491694 -2.785996
O2 4.564616 -3.583215 -3.738066
H1 5.119162 -5.124484 -0.650192
H2 3.396360 -5.261922 -0.995797
H3 3.921669 -4.438355 0.475332
H4 6.227230 -3.186526 -0.090018
H5 2.910399 -2.143529 0.110107
H6 3.171000 -1.400694 -1.479987
H7 1.596825 -3.957213 -1.064924
H8 0.191102 -1.976080 -1.009054
H9 1.032136 -1.275739 -2.387260
H10 0.113805 -2.772651 -3.967470
H11 -1.192238 -2.179839 -2.959195
H12 -0.017463 -4.823478 -2.104849
H13 -0.984238 -4.813756 -3.575167
C9 -2.424216 -2.151107 2.144034
C10 -2.364558 -3.569626 2.120066
C11 -1.889621 -3.978596 3.336616
N1 -1.654881 -2.860336 4.091807
C12 -1.972059 -1.742007 3.372539
H14 -2.757556 -1.505643 1.346495
H15 -2.616303 -4.183562 1.274626
H16 -1.694743 -4.963666 3.724531
H17 -1.300714 -2.862487 5.031966
H18 -1.853019 -0.756080 3.790248
C13 -1.256754 -2.998628 9.036429
C14 -1.136111 -1.664927 9.512254
C15 -0.322528 -0.991184 8.641861
N2 0.051715 -1.863919 7.656679
C16 -0.513633 -3.091123 7.890996
H19 -1.821920 -3.797740 9.485810
H20 -1.592128 -1.250105 10.395316
H21 0.021335 0.028843 8.641942
H22 0.661331 -1.640304 6.891533
H23 -0.330517 -3.923529 7.231634
C17 1.258276 1.408673 0.122042
C18 1.728063 1.368859 1.463686
C19 1.041648 0.370475 2.105312
N3 0.180637 -0.191263 1.207746
C20 0.304386 0.431003 -0.001163
H24 1.576463 2.077751 -0.661416
H25 2.478995 2.000182 1.911158
H26 1.096718 0.014386 3.119907
H27 -0.453188 -0.949147 1.410180
H28 -0.292949 0.128173 -0.845164
C21 7.184612 3.461606 1.729292
C22 6.329840 4.359218 2.428382
C23 5.071854 4.214934 1.903888
N4 5.136496 3.268508 0.918280
C24 6.416913 2.804459 0.803989
H29 8.240716 3.315900 1.885603
H30 6.604772 5.029465 3.225994
H31 4.143765 4.703083 2.148378
H32 4.358783 2.958561 0.363467
H33 6.673396 2.049495 0.080834
C25 0.482184 1.193406 -3.866554
C26 -0.828217 1.388283 -3.350630
C27 -1.708291 0.911775 -4.285093
N5 -0.980246 0.434567 -5.342753
C28 0.354743 0.602971 -5.095200
H34 1.411403 1.451344 -3.385728
H35 -1.093102 1.828296 -2.403355
H36 -2.784211 0.869082 -4.265853
H37 -1.356681 0.024464 -6.178081
H38 1.097336 0.286971 -5.807666
C29 -6.446850 1.019684 -7.864431
C30 -6.532302 2.183472 -7.052055
C31 -5.446515 2.180032 -6.218148
N6 -4.710831 1.059453 -6.495029
C32 -5.313141 0.346887 -7.496751
H39 -7.140920 0.712732 -8.628641
H40 -7.305698 2.933131 -7.076680
H41 -5.133343 2.875329 -5.457755
H42 -3.860397 0.803177 -6.030903
H43 -4.888926 -0.573519 -7.860085
C33 7.961622 2.967269 6.761195
C34 6.841448 2.441419 7.462160
C35 5.877920 2.153177 6.530883
N7 6.371425 2.481802 5.298986
C36 7.636010 2.977573 5.430614
H44 8.894240 3.300494 7.184817
H45 6.753007 2.294558 8.525733
H46 4.888367 1.744120 6.643086
H47 5.885222 2.393525 4.423309
H48 8.195563 3.294406 4.567838
C37 -11.302164 3.752047 -4.473468
C38 -10.106077 2.992024 -4.357437
C39 -9.056729 3.856987 -4.515024
N8 -9.572364 5.107689 -4.721559
C40 -10.939220 5.052991 -4.698239
H49 -12.312095 3.384513 -4.401076
H50 -10.025484 1.932474 -4.181240
H51 -7.993770 3.686843 -4.499925
H52 -9.030378 5.938493 -4.871062
H53 -11.534586 5.938148 -4.842385

Atomic forces in eV per Å
0.1 0.0 0.1
-0.2 0.0 0.1
0.0 0.0 -0.1
0.1 0.1 -0.3
-0.1 0.0 0.3
0.0 0.0 -0.3
-0.1 0.0 0.1
0.2 0.1 0.0
-0.1 -0.1 0.0
-0.1 0.1 0.2
-0.3 0.1 0.1
0.4 -0.2 -0.3
-0.1 0.0 0.0
0.0 0.1 0.0
0.1 0.0 0.0
0.0 0.1 0.1
-0.1 -0.2 0.0
0.0 0.0 0.2
0.0 0.0 -0.1
0.1 -0.2 -0.1
0.0 0.0 0.1
0.1 -0.1 0.1
0.1 0.0 -0.2
0.0 0.0 -0.1
-0.1 0.1 0.0
0.1 0.1 0.0
0.0 0.1 -0.1
0.0 0.0 0.0
0.1 0.0 0.0
0.0 0.0 0.1
-0.1 0.0 0.0
0.0 -0.2 0.1
0.0 0.0 0.0
-0.1 0.0 0.1
-0.1 0.0 0.0
0.0 0.0 0.0
0.0 0.0 0.0
0.0 0.0 0.0
0.0 0.0 0.0
0.0 0.0 -0.1
0.0 0.0 0.0
0.0 0.0 0.0
0.0 0.0 0.0
0.0 0.0 0.1
0.0 0.0 0.0
0.0 0.0 0.0
0.1 0.0 0.0
0.1 0.0 0.0
0.0 0.0 -0.1
-0.1 0.1 0.0
0.0 0.0 0.0
0.0 0.0 0.0
0.0 0.0 0.0
0.0 0.0 0.1
0.0 0.1 0.1
0.0 0.0 0.0
0.0 0.0 0.0
0.0 0.0 0.0
-0.1 0.0 0.0
0.0 0.0 0.0
0.0 0.0 0.0
0.0 0.0 0.0
0.0 0.0 0.0
0.0 0.0 0.0
0.0 0.0 0.0
0.0 0.0 0.1
0.0 0.0 0.0
0.0 0.0 0.0
0.0 0.0 0.0
0.0 0.0 0.0
0.0 0.0 0.0
0.0 0.0 0.0
0.0 0.0 0.0
0.0 0.0 0.0
0.0 0.0 0.0
0.0 0.0 0.0
0.0 0.0 0.0
0.0 0.0 0.0
0.0 0.0 0.0
0.0 0.0 0.0
0.0 0.0 0.0
0.0 0.0 0.0
0.0 0.0 0.0
0.0 0.0 0.0
0.0 0.0 0.0
-0.1 0.0 0.0
0.0 0.0 0.0
0.0 0.0 0.0
0.0 0.0 0.0
0.1 0.0 0.0
0.0 0.0 0.0
0.0 0.0 0.0
0.0 0.0 0.0
0.0 0.1 0.0
0.0 0.0 0.0
0.0 0.0 0.0
0.0 0.0 0.0
0.0 0.0 0.0
0.0 0.0 0.0
0.0 0.0 0.0
0.0 0.0 0.0
0.0 0.0 0.0
0.0 0.0 0.0
0.0 0.0 0.0
0.0 0.0 0.0